{
  "formula": "C5H6O2",
  "method": "ωB97M-V/def2-TZVPD",
  "energy_ev": -9374.442,
  "smiles": "C#CC(=O)[C@@H](C)O",
  "de_lowest_kj_mol": 256.1,
  "orbital_gap_ev": 10.129,
  "lumo_ev": -0.1,
  "charge": 0,
  "symbols": ["C", "C", "O", "C", "O", "C", "C", "H", "H", "H", "H", "H", "H"],
  "positions_angstrom": [[-0.305, -0.211, 1.818], [0.062, 0.498, 0.527], [1.123, 1.424, 0.661], [0.539, -0.565, -0.515], [1.389, -1.410, -0.339], [-0.078, -0.358, -1.806], [-0.659, 0.032, -2.786], [-0.877, 0.353, 2.566], [0.602, -0.598, 2.283], [-0.939, -1.041, 1.494], [-0.826, 1.030, 0.146], [1.518, 1.504, -0.218], [-1.103, 0.192, -3.738]]
}

=====

{
  "formula": "C5H6O2",
  "method": "ωB97M-V/def2-TZVPD",
  "energy_ev": -9373.668,
  "smiles": "O=CCC#CCO",
  "de_lowest_kj_mol": 330.8,
  "orbital_gap_ev": 10.018,
  "lumo_ev": 0.6,
  "charge": 0,
  "symbols": ["O", "C", "C", "C", "C", "C", "O", "H", "H", "H", "H", "H", "H"],
  "positions_angstrom": [[-1.490, 0.636, -0.757], [-1.876, 0.362, 0.626], [-0.711, -0.181, 1.357], [0.442, -0.503, 1.243], [1.731, -0.697, 0.594], [1.479, -0.113, -0.952], [2.331, -0.260, -1.792], [-1.859, 0.009, -1.403], [-2.711, -0.347, 0.687], [-2.167, 1.335, 1.050], [2.020, -1.767, 0.566], [2.526, -0.113, 1.091], [0.446, 0.390, -1.100]]
}

=====

{
  "formula": "C5H6O2",
  "method": "ωB97M-V/def2-TZVPD",
  "energy_ev": -9372.210,
  "de_lowest_kj_mol": 471.4,
  "orbital_gap_ev": [8.161, 7.726],
  "lumo_ev": [-0.6, -1.3],
  "charge": 0,
  "symbols": ["O", "C", "C", "C", "C", "C", "O", "H", "H", "H", "H", "H", "H"],
  "positions_angstrom": [[-2.244, 0.263, -0.179], [-1.210, -0.243, -0.575], [0.176, -0.082, 0.243], [0.158, 0.716, 1.412], [0.264, 0.856, -0.865], [0.850, -1.407, 0.082], [1.270, -1.780, -0.988], [-1.150, -1.049, -1.322], [0.932, 1.464, 1.549], [-0.691, 0.728, 2.092], [1.024, 0.763, -1.643], [-0.297, 1.780, -0.791], [0.933, -2.013, 1.000]]
}

=====

{
  "formula": "C5H6O2PS",
  "method": "ωB97M-V/def2-TZVPD",
  "energy_ev": -29503.585,
  "smiles": "C[P@](=O)([O-])c1cccs1",
  "de_lowest_kj_mol": 94.5,
  "orbital_gap_ev": 8.156,
  "lumo_ev": 3.2,
  "charge": -1,
  "symbols": ["C", "C", "C", "C", "C", "O", "O", "P", "S", "H", "H", "H", "H", "H", "H"],
  "positions_angstrom": [[-2.070, 1.609, 0.087], [-0.695, 1.784, 0.010], [-2.440, 0.269, -0.097], [-0.014, 0.686, -0.273], [1.923, -1.343, 0.235], [2.487, 0.450, -1.742], [2.779, 1.106, 0.750], [2.090, 0.344, -0.292], [-1.061, -0.685, -0.415], [-2.680, 2.392, 0.356], [-0.209, 2.672, 0.199], [-3.347, -0.002, -0.482], [1.227, -1.901, -0.412], [2.894, -1.776, 0.295], [1.540, -1.360, 1.171]]
}